C57H69BrN6O7S2ScSiTe as an isolated structure. Source: the OMol25 dataset; level of theory: ωB97M-V with the def2-TZVPD basis set.

Properties
2S+1 ... 2
Energy relative to the best compared isomer or geometry (same formula, charge and spin) ... 40.17 kJ/mol
Net charge ... 0
HOMO (spin up / spin down) ... -5.3 / -7.5 eV
Orbital gap (spin up / spin down) ... 5.582 / 7.456 eV
LUMO energy (spin up / spin down) ... 0.29 / -0.02 eV

Geometry as XYZ:
```
145
Properties=species:S:1:pos:R:3:forces:R:3
Sc -0.19160 -0.92134 0.36741 -0.1632 0.4673 0.9482
N 2.01998 -2.71764 4.01406 -0.0979 0.1205 0.0086
C 1.11200 -2.48448 3.04002 0.2145 -0.1176 -0.0762
N 0.95187 -1.35542 2.44822 -0.1235 0.1495 -0.0658
C 1.73043 -0.25874 2.85035 -0.0389 -0.1021 0.0555
N 1.55066 0.89146 2.30938 -0.1305 -0.0057 0.1141
N 0.55398 0.90532 1.37482 0.2485 0.1404 -0.2286
C 0.17456 2.14794 1.04324 -0.2979 0.0022 0.2138
C -0.98344 2.31458 0.26951 -0.0683 0.0584 0.0699
C -1.53093 3.58852 -0.02057 0.0461 -0.0248 -0.0211
C -2.72510 3.67375 -0.68261 -0.0182 -0.0330 -0.0414
C -3.37370 2.49199 -1.07332 0.0183 0.0691 0.0289
C -2.76558 1.28675 -0.78401 0.0601 -0.0936 -0.1305
N -1.60311 1.16918 -0.13959 0.2009 -0.1418 -0.1117
C 2.73115 -0.44245 3.90196 0.0115 0.0348 0.0705
C 3.53307 0.59583 4.37681 0.0516 -0.0144 -0.0700
C 4.46620 0.36750 5.36973 0.0138 -0.0148 0.0247
C 4.60686 -0.90764 5.91285 0.0096 0.0018 -0.0139
C 3.80519 -1.94515 5.47292 -0.0194 -0.0033 -0.0237
C 2.86620 -1.70652 4.47523 0.0310 -0.0381 0.0094
H 2.06878 -3.63805 4.41397 0.0358 -0.0462 -0.0133
H 0.54431 -3.34821 2.72238 -0.0334 0.0083 0.0255
H 0.69185 2.99447 1.48167 -0.0211 -0.0129 -0.0067
H -0.99949 4.47502 0.30243 -0.0088 0.0012 0.0192
H -3.16198 4.64022 -0.90255 -0.0008 -0.0052 0.0089
H -4.32538 2.50519 -1.58570 0.0163 0.0086 0.0016
H -3.23244 0.35935 -1.08981 0.0250 0.0370 -0.0131
H 3.39478 1.58086 3.95103 0.0178 -0.0133 0.0144
H 5.08257 1.17988 5.73240 0.0030 -0.0090 -0.0284
H 5.34069 -1.09084 6.68686 -0.0133 0.0049 0.0004
H 3.89929 -2.93752 5.89807 0.0013 0.0082 -0.0001
O -4.15742 -1.14568 0.62102 -0.0099 0.0569 0.0424
S -2.84479 -1.71027 0.69167 0.0227 -0.0818 0.1309
O -1.90477 -1.06722 1.65174 -0.1679 -0.1040 0.1562
O -2.11380 -1.73236 -0.59447 -0.1182 -0.0378 0.0101
C -3.05255 -3.33348 1.42051 0.0556 0.0448 0.0070
C -4.24256 -3.48683 2.12041 -0.0670 -0.0541 -0.0248
C -4.45796 -4.60160 2.91819 -0.0126 0.0473 -0.0331
C -3.47212 -5.56351 3.03595 0.0182 -0.0046 -0.0156
C -2.28126 -5.41657 2.33979 -0.0404 -0.0345 0.0024
C -2.06114 -4.31231 1.52787 -0.0216 -0.0446 -0.0148
S -0.55851 -4.38252 0.56449 -0.0134 0.1179 -0.3797
O 0.37840 -5.15494 1.34931 -0.0438 -0.0170 0.0664
O -0.95842 -4.91801 -0.70542 0.0656 -0.0518 -0.0390
O -0.08020 -2.97553 0.45380 0.1193 -0.4227 0.1661
H -4.99415 -2.71536 2.03894 0.0097 -0.0051 0.0007
H -5.39397 -4.70271 3.45182 0.0075 -0.0035 -0.0042
H -3.62593 -6.43310 3.66177 0.0096 0.0052 -0.0009
H -1.50373 -6.16466 2.41095 -0.0002 0.0082 -0.0115
C 9.26571 1.44273 3.86340 0.0207 0.0044 0.0225
C 8.09477 1.16926 2.96195 -0.0143 0.0157 -0.0131
C 7.11270 2.12585 2.74694 -0.0355 -0.0185 -0.0066
C 6.02267 1.88131 1.92169 0.1185 -0.0477 -0.0027
C 5.02285 2.99115 1.72603 -0.0683 0.0323 0.0471
C 5.91441 0.63041 1.28596 0.1045 0.0226 -0.0766
Te 4.06595 0.41960 0.26255 0.0236 0.5603 0.2725
N 4.13762 -1.38589 -0.52199 0.2467 -0.3693 0.0280
C 2.90035 -1.83284 -0.51859 0.3931 -0.3148 -0.1274
O 1.93253 -1.14369 -0.07971 -1.0065 -0.0922 -0.2845
C 2.72948 -3.19946 -1.10352 -0.1473 0.1178 0.0319
C 3.58994 -4.22953 -0.74124 0.0419 0.0226 -0.0063
C 3.46067 -5.47716 -1.32838 0.0083 -0.0082 0.0251
C 2.48983 -5.69357 -2.29680 0.0035 -0.0261 0.0049
C 1.62644 -4.66993 -2.65230 -0.0883 0.0205 -0.0109
C 1.73635 -3.42927 -2.04530 -0.0354 -0.0350 0.0569
C 4.50769 1.49787 -1.49307 0.0732 0.1176 -0.0032
C 5.60015 1.16884 -2.30104 0.0972 0.0834 -0.0540
C 6.53535 0.03306 -1.99190 0.0535 0.0005 0.0225
C 5.83738 1.95280 -3.42665 -0.0581 -0.0574 0.0215
C 5.03533 3.03931 -3.75148 0.0482 0.0446 0.1727
C 5.31082 3.87378 -4.97043 0.0219 0.0090 0.0133
C 3.95505 3.33339 -2.92784 0.8000 0.2915 0.3341
C 3.66272 2.57279 -1.80053 0.2357 0.0600 0.1989
C 2.44926 2.94483 -0.98329 0.1980 0.0102 0.1671
C 6.89253 -0.35154 1.48004 0.0536 0.0560 0.0728
C 6.91004 -1.71020 0.83488 0.0918 -0.0393 0.0239
C 7.96477 -0.04851 2.31700 0.0153 -0.0613 0.0117
H 9.20436 2.43935 4.29906 0.0036 -0.0086 -0.0032
H 10.20638 1.37058 3.31462 -0.0112 -0.0004 0.0006
H 9.30808 0.71797 4.67824 -0.0040 0.0024 -0.0073
H 7.18858 3.08954 3.23900 0.0125 0.0000 -0.0176
H 5.29426 3.84820 2.34098 -0.0022 0.0048 -0.0176
H 4.00938 2.69470 2.01168 -0.0412 -0.0285 -0.0333
H 4.99636 3.32698 0.68699 -0.0042 -0.0049 -0.0378
H 4.34803 -4.05390 0.01018 0.0416 0.0384 -0.0054
H 4.11370 -6.28522 -1.02369 0.0019 0.0120 -0.0162
H 2.39095 -6.66890 -2.75615 -0.0046 0.0084 0.0094
H 0.83927 -4.84596 -3.37500 0.0222 0.0055 0.0257
H 1.03564 -2.64092 -2.28545 -0.0216 0.0464 -0.0286
H 5.99928 -0.85791 -1.66107 0.0325 0.1054 -0.0929
H 7.23258 0.32164 -1.19981 -0.0204 0.0091 -0.0428
H 7.12074 -0.22035 -2.87487 0.0133 -0.0014 -0.0063
H 6.67406 1.69787 -4.06848 -0.0030 0.0081 0.0007
H 6.18640 3.51389 -5.50876 -0.0014 -0.0072 0.0001
H 5.48462 4.91607 -4.69754 -0.0134 -0.0002 -0.0073
H 4.46016 3.85427 -5.65433 -0.0200 0.0083 -0.0259
H 3.30149 4.16368 -3.17777 0.4772 0.0114 0.2060
H 1.71447 3.43821 -1.62088 -0.0197 0.0856 0.3349
H 2.70588 3.64125 -0.17950 0.0382 -0.0198 -0.0084
H 1.95288 2.08710 -0.52531 0.1304 0.1237 -0.1443
H 5.95291 -2.00086 0.42174 -0.0623 -0.0536 -0.0034
H 7.23373 -2.45422 1.56399 -0.0208 -0.0089 -0.0124
H 7.63717 -1.72033 0.01799 -0.0181 -0.0138 0.0339
H 8.72417 -0.81076 2.46414 -0.0085 0.0114 0.0149
C 1.64554 3.08418 -4.19849 -0.7785 -0.4722 -0.2358
C 0.28208 2.51509 -4.62464 0.0328 0.0427 -0.1395
C -0.02201 2.98653 -6.05691 -0.0268 -0.0130 -0.0567
C -0.77178 3.14993 -3.70119 -0.0161 -0.0150 0.1119
Si 0.30189 0.59517 -4.50764 0.0071 0.0114 -0.1036
Br 0.43542 0.26569 -2.24988 0.2523 0.0529 -0.4096
C -1.32059 -0.25909 -5.02650 -0.0382 0.0563 -0.0904
C -1.38372 -0.38946 -6.55874 0.0048 -0.0311 -0.0616
C -2.53840 0.56381 -4.57729 -0.0087 0.0037 0.0461
C -1.46146 -1.65441 -4.39951 0.0382 -0.0737 0.0404
C 1.89718 -0.20802 -5.21555 0.1101 0.0459 0.0223
C 2.24162 0.43325 -6.57264 0.0058 -0.0153 -0.0285
C 3.10413 -0.03407 -4.27137 -0.1048 0.1029 -0.0087
C 1.75046 -1.71867 -5.44637 -0.0208 -0.0358 -0.0284
H 1.59152 4.17860 -4.22542 -0.0788 0.0138 -0.0337
H 2.46273 2.78315 -4.85620 -0.1396 -0.0254 0.0162
H 1.90656 2.79224 -3.17607 -0.6151 -0.1324 -0.9535
H -0.03244 4.08197 -6.07428 0.0109 -0.0076 0.0077
H -1.00594 2.65380 -6.39225 -0.0007 0.0111 -0.0084
H 0.71714 2.65544 -6.78925 -0.0430 0.0009 0.0577
H -0.55889 4.22144 -3.62043 -0.0250 0.0194 -0.0235
H -0.76032 2.74393 -2.68746 0.0262 0.0217 -0.0368
H -1.78480 3.05100 -4.08838 0.0591 -0.0143 0.0429
H -1.30021 0.57513 -7.06443 0.0022 -0.0061 0.0095
H -2.35266 -0.81756 -6.83718 0.0179 0.0029 0.0067
H -0.61190 -1.04747 -6.96222 -0.0441 0.0371 0.0360
H -2.63206 1.49772 -5.13460 0.0118 -0.0411 0.0101
H -2.51471 0.79942 -3.50972 0.0172 -0.0186 -0.0650
H -3.44415 -0.02082 -4.76714 0.0025 -0.0014 0.0025
H -0.66080 -2.33815 -4.68657 -0.0626 0.0673 0.0296
H -2.40326 -2.09335 -4.74495 0.0105 -0.0052 0.0112
H -1.50629 -1.61175 -3.30908 -0.0149 -0.0107 -0.0473
H 2.55169 1.47490 -6.47836 -0.0100 -0.0272 0.0076
H 1.41176 0.38893 -7.28286 0.0013 -0.0071 0.0132
H 3.07818 -0.11589 -7.01760 -0.0020 0.0115 0.0100
H 3.28326 1.00019 -3.96591 -0.0849 -0.1713 -0.1077
H 4.00363 -0.38672 -4.78861 -0.0110 0.0083 0.0043
H 2.99290 -0.63270 -3.36423 -0.0030 0.0014 -0.0270
H 1.02401 -1.96750 -6.22181 0.0373 0.0251 0.0593
H 1.48102 -2.25206 -4.53662 0.0178 -0.0036 0.0469
H 2.72029 -2.11215 -5.76938 -0.0125 0.0041 -0.0117
```
Positions in Å, forces in eV/Å.